This record from the OMol25 dataset describes 2 unconnected molecules or ions with the total composition C6H12O. The level of theory is the ωB97M-V functional and the def2-TZVPD basis.

The geometry in XYZ format:
```
19
Properties=species:S:1:pos:R:3
C -1.363 -0.805 -0.661
C -0.363 -0.296 -1.382
C 0.100 -0.975 -2.640
C 0.217 1.061 -1.133
H -1.734 -0.281 0.211
H -1.846 -1.738 -0.917
H -0.077 -0.340 -3.516
H -0.351 -1.958 -2.744
H 1.193 -1.051 -2.708
H -0.160 1.514 -0.217
H 0.030 1.709 -1.992
H 1.307 1.029 -1.029
C 0.276 0.820 3.547
C 0.278 0.066 2.462
O 1.364 -0.005 1.634
H -0.598 0.878 4.180
H 1.140 1.373 3.890
H -0.500 -0.651 2.228
H 1.085 -0.348 0.787
```

Computed properties:
Kohn-Sham gap: 9.9 eV
energy relative to the best compared isomer or geometry (same formula, charge and spin): 40.42 kcal per mole
total energy: -8462.6010 eV
structure (SMILES): C=C(C)C.C=CO
highest occupied orbital energy: -9.00 eV
M: 100.161 g mol⁻¹